{
  "formula": "C4H13N2O4",
  "method": "wB97M-V/def2-TZVPD",
  "total_charge": -1,
  "homo_energy_ev": -4.09,
  "e_above_lowest_ev": 3.7182,
  "total_energy_ha": -570.6554,
  "species": ["N", "C", "C", "C", "O", "C", "N", "O", "H", "H", "H", "H", "H", "H", "H", "H", "H", "H", "H", "O", "H", "H", "O"],
  "coordinates": [[-0.61310, -1.39341, -2.27794], [-0.75388, -0.76695, -1.04867], [0.23490, 0.49218, -0.92163], [1.63852, 0.30921, -0.23558], [1.52171, 0.44477, 1.09900], [-2.18843, -0.27887, -0.79410], [-2.20317, 0.42294, 0.37093], [-3.17913, -0.31801, -1.55944], [-1.40796, -1.79815, -2.58765], [0.29539, -2.09653, -2.18167], [-0.39468, -1.31660, -0.17041], [-0.23734, 1.29819, -0.38698], [0.23000, 0.84719, -1.98035], [2.25547, 1.24465, -0.74776], [2.22447, -0.63379, -0.37781], [-3.06515, 0.97727, 0.59481], [-1.55944, 0.43991, 1.10016], [1.34396, 2.81747, 2.52133], [0.87451, 1.68214, 1.73838], [0.72595, 2.57484, 2.00740], [1.95933, -1.52986, 2.49358], [0.94895, -1.31878, 1.33290], [1.34910, -2.09982, 2.01150]],
  "nbo_charge": [-0.830, -0.162, -0.433, -0.034, -0.952, 0.678, -0.822, -0.663, 0.369, 0.361, 0.186, 0.217, 0.192, 0.086, 0.136, 0.386, 0.413, 0.431, 0.494, -0.995, 0.469, 0.496, -1.022]
}